Molecular formula: C25H75F4N17O18S4
Method: DFT, wB97M-V/def2-TZVPD

As for the total energy: -143537.23807 eV. For the HOMO-LUMO gap, the calculation gives 6.822 eV. Its charge is -2. As for the HOMO energy: -0.1212 Eh.

Structure (XYZ):
```
143
C25H75F4N17O18S4 | the OMol25 dataset | wB97M-V/def2-TZVPD
N 2.285 -2.730 -2.521
S 2.864 -2.746 -1.042
O 3.815 -3.856 -0.873
O 1.923 -2.460 0.063
F 3.785 -1.398 -1.152
S 0.997 -3.819 -2.229
O -0.287 -3.159 -2.314
O 1.169 -4.996 -1.396
F 1.196 -4.407 -3.715
N -0.754 1.194 0.015
S -1.130 -0.086 -0.680
O -1.660 -1.252 0.096
O -0.545 -0.291 -2.030
F -2.598 0.402 -1.141
S 0.786 0.646 0.470
O 1.745 0.584 -0.606
O 0.857 -0.276 1.631
F 1.135 2.070 1.188
C 2.130 2.361 -3.519
C 2.268 1.069 -4.361
C 3.188 1.328 -5.574
O 3.348 0.018 -6.111
C 3.980 -0.037 -7.313
N 2.739 0.120 -3.413
H 1.849 2.166 -2.484
H 1.489 3.078 -4.032
H 3.030 2.897 -3.217
H 1.288 0.698 -4.662
H 4.118 1.745 -5.188
H 2.745 2.006 -6.303
H 3.787 -1.026 -7.729
H 5.066 0.030 -7.243
H 3.678 0.738 -8.018
H 2.201 0.242 -2.568
H 3.671 0.391 -3.132
C 6.999 1.887 -1.044
C 5.663 1.145 -0.807
C 5.375 0.998 0.670
O 4.248 0.184 0.896
C 4.070 -0.283 2.174
N 4.557 1.759 -1.416
H 7.863 1.371 -0.624
H 6.903 2.945 -0.799
H 7.194 1.868 -2.117
H 5.676 0.162 -1.278
H 5.102 1.960 1.105
H 6.240 0.605 1.203
H 3.700 0.570 2.743
H 4.922 -0.750 2.668
H 3.273 -1.026 2.171
H 4.499 2.755 -1.259
H 3.792 1.254 -0.991
C 4.808 -3.540 5.948
C 3.801 -3.282 7.038
C 2.363 -2.973 6.492
O 2.545 -1.703 5.867
C 1.772 -1.469 4.770
N 3.890 -4.389 7.943
H 4.685 -2.749 5.208
H 4.543 -4.483 5.471
H 5.820 -3.582 6.350
H 4.077 -2.391 7.602
H 1.543 -3.084 7.202
H 2.207 -3.723 5.717
H 1.892 -2.224 3.993
H 2.075 -0.521 4.325
H 0.727 -1.441 5.078
H 4.730 -4.331 8.500
H 3.149 -4.338 8.627
C -4.945 -1.478 1.401
C -5.214 -1.442 2.921
C -5.380 -2.851 3.606
O -6.504 -3.541 3.127
C -6.691 -4.907 3.582
N -4.176 -0.711 3.629
H -4.662 -0.536 0.930
H -5.832 -1.830 0.875
H -4.227 -2.233 1.081
H -6.133 -0.867 3.027
H -5.426 -2.718 4.687
H -4.517 -3.493 3.427
H -7.700 -5.092 3.212
H -6.680 -4.955 4.671
H -5.919 -5.535 3.137
H -4.507 -0.511 4.563
H -4.137 0.201 3.197
C -5.043 2.765 -2.442
C -4.776 1.763 -3.532
C -5.644 1.813 -4.810
O -6.988 1.437 -4.507
C -7.826 1.469 -5.590
N -3.329 1.488 -3.747
H -4.457 2.443 -1.581
H -5.999 2.690 -1.924
H -4.660 3.762 -2.660
H -5.140 0.818 -3.130
H -5.384 1.125 -5.614
H -5.524 2.808 -5.239
H -7.740 0.642 -6.295
H -7.714 2.395 -6.154
H -8.846 1.456 -5.205
H -3.027 2.446 -3.850
H -2.931 1.172 -2.874
C 0.452 -1.692 -5.548
O 1.558 -2.042 -5.195
N -0.648 -1.841 -4.886
N 0.139 -1.202 -6.702
H -1.541 -1.808 -5.358
H -0.636 -2.268 -3.971
H 0.879 -0.830 -7.280
H -0.861 -1.130 -6.820
C 2.524 4.839 3.350
O 3.694 4.903 3.063
N 1.758 3.795 3.000
N 1.802 5.721 3.936
H 2.192 3.049 2.475
H 0.801 3.634 3.281
H 0.793 5.677 3.932
H 2.184 6.569 4.332
C -3.280 2.203 2.112
O -4.017 2.491 3.020
N -3.249 2.705 0.892
N -2.297 1.369 2.243
H -3.875 3.463 0.659
H -2.372 2.561 0.412
H -1.659 1.428 1.462
H -2.118 0.858 3.096
C -1.106 -2.945 3.265
O -1.498 -3.538 4.248
N -1.698 -1.881 2.791
N -0.051 -3.300 2.618
H -1.552 -1.576 1.839
H -2.590 -1.613 3.183
H 0.219 -2.623 1.919
H 0.458 -4.142 2.844
C -1.128 4.377 -1.143
O -1.541 5.531 -1.247
N -1.204 3.425 -2.014
N -0.565 3.924 -0.057
H -0.862 2.523 -1.712
H -1.540 3.512 -2.962
H -0.321 4.532 0.712
H -0.429 2.924 -0.029
```

Molecular formula: C25H75N15O10
Method: DFT, wB97M-V/def2-TZVPD

As for the total energy: -69967.97518 eV. For the HOMO-LUMO gap, the calculation gives 8.746 eV. Its charge is 0. The structure (SMILES) is COC[C@H](C)N.COC[C@H](C)N.COC[C@H](C)N.COC[C@H](C)N.COC[C@H](C)N.NC(N)=O.NC(N)=O.NC(N)=O.NC(N)=O.NC(N)=O. As for the HOMO energy: -0.3165 Eh.

Structure (XYZ):
```
125
C25H75N15O10 | the OMol25 dataset | wB97M-V/def2-TZVPD
C 7.091 8.299 7.310
O 5.723 8.784 7.194
C 5.697 10.095 6.585
C 5.785 11.188 7.667
C 4.729 10.999 8.725
N 5.536 12.445 6.985
H 7.750 8.802 8.019
H 7.652 8.281 6.371
H 7.047 7.242 7.562
H 6.509 10.294 5.882
H 4.751 10.158 6.047
H 6.802 11.120 8.055
H 4.837 10.098 9.333
H 3.692 10.990 8.392
H 4.908 11.712 9.534
H 6.007 12.456 6.087
H 4.565 12.492 6.699
C 12.301 5.744 0.434
O 11.735 4.787 -0.415
C 10.396 4.945 -0.931
C 9.308 4.708 0.124
C 9.459 3.311 0.735
N 7.975 4.834 -0.454
H 13.341 5.474 0.616
H 11.924 5.637 1.456
H 12.136 6.747 0.036
H 10.364 5.924 -1.416
H 10.352 4.232 -1.756
H 9.464 5.490 0.872
H 10.466 3.126 1.108
H 9.168 2.629 -0.066
H 8.683 3.201 1.494
H 7.405 4.439 0.292
H 7.868 4.108 -1.156
C 11.354 7.543 8.031
O 10.499 8.683 7.965
C 11.081 9.881 8.465
C 12.372 10.295 7.787
C 12.855 11.662 8.203
N 12.284 10.365 6.326
H 10.806 6.697 7.619
H 11.490 7.409 9.107
H 12.292 7.726 7.505
H 10.276 10.612 8.378
H 11.294 9.797 9.537
H 13.203 9.698 8.168
H 12.237 12.517 7.915
H 13.783 11.879 7.674
H 13.013 11.730 9.281
H 11.453 10.921 6.153
H 12.037 9.440 5.994
C 16.243 12.241 2.423
O 15.200 12.596 1.526
C 13.914 12.665 2.098
C 12.827 12.803 1.026
C 11.430 13.003 1.632
N 12.879 11.632 0.164
H 17.212 12.071 1.954
H 16.024 11.430 3.118
H 16.459 13.178 2.949
H 13.709 11.723 2.616
H 13.948 13.523 2.775
H 13.123 13.715 0.497
H 11.464 12.595 2.647
H 10.693 12.438 1.064
H 11.273 14.068 1.795
H 12.125 11.428 -0.481
H 13.782 11.674 -0.291
C 6.804 7.797 3.694
O 8.130 7.310 3.377
C 8.792 8.132 2.368
C 10.353 8.075 2.505
C 10.900 8.348 3.900
N 11.019 9.199 1.787
H 6.243 7.107 4.329
H 6.172 7.648 2.815
H 6.917 8.776 4.152
H 8.294 7.860 1.436
H 8.614 9.198 2.537
H 10.649 7.084 2.166
H 11.987 8.414 3.861
H 10.579 7.565 4.592
H 10.551 9.271 4.366
H 12.004 9.004 1.645
H 11.049 10.062 2.315
N 2.546 9.974 4.252
C 3.561 9.739 3.443
N 3.326 8.716 2.660
O 4.544 10.463 3.263
H 1.758 9.351 4.282
H 2.639 10.634 5.006
H 3.833 8.739 1.789
H 2.649 7.987 2.805
N 13.863 8.910 0.849
C 14.622 8.588 1.872
N 15.173 7.391 1.661
O 14.584 9.121 2.969
H 13.860 8.407 -0.023
H 13.541 9.878 0.801
H 15.368 7.090 0.722
H 15.419 6.797 2.435
N 4.936 2.484 2.909
C 5.749 3.403 2.409
N 6.066 4.340 3.334
O 6.034 3.534 1.230
H 4.670 1.668 2.385
H 4.530 2.656 3.811
H 5.787 4.142 4.279
H 6.523 5.172 2.998
N 9.198 5.431 5.177
C 8.783 4.873 6.320
N 9.265 3.615 6.363
O 8.353 5.419 7.322
H 9.080 6.405 4.933
H 9.509 4.828 4.436
H 9.656 3.195 5.539
H 8.955 3.028 7.120
N 10.209 8.956 -1.006
C 10.377 9.770 -2.013
N 9.901 9.338 -3.211
O 10.783 10.897 -1.801
H 9.733 8.072 -1.097
H 10.582 9.179 -0.085
H 9.244 8.575 -3.190
H 9.763 10.063 -3.895
```